76
Properties=species:S:1:pos:R:3 method="wB97M-V/def2-TZVPD" de_lowest_kj_mol=68.0 gap_ev="6.234 / 6.773" mol_weight_g_mol=684.9 lumo_ev="-10.39 / -10.49" multiplicity=2 charge=+3 homo_energy_ev="-16.63 / -17.26"
Ir 0.17447 -0.46096 0.45519
C -3.19264 -3.56434 1.66859
C -2.83229 -2.21803 1.00623
C -3.63302 -1.07288 1.61395
C -1.33745 -2.09411 1.13535
C -0.69971 -1.48815 2.27163
C 0.68540 -1.47773 2.43192
C 1.54248 -2.11873 1.46929
C 2.97713 -2.39023 1.75134
C 0.93306 -2.54051 0.26801
C -0.49082 -2.59021 0.13857
H -4.26443 -3.72726 1.56592
H -2.95856 -3.55277 2.73494
H -2.67521 -4.40391 1.20400
H -3.05391 -2.28726 -0.06276
H -3.51780 -1.01614 2.69819
H -4.69090 -1.24893 1.42607
H -3.37608 -0.11071 1.17220
H -1.32393 -0.99045 3.00313
H 1.10135 -1.03352 3.32779
H 3.52277 -1.54117 2.14914
H 3.49763 -2.79832 0.88847
H 2.98152 -3.15165 2.54027
H 1.54720 -2.93781 -0.52760
H -0.91697 -2.95385 -0.78942
C 0.05098 3.71234 -0.51944
C 0.63301 3.37205 0.81412
C 0.03886 4.09730 1.95151
C 0.73183 4.02091 3.23656
C 1.71114 3.10255 3.41994
C 2.06562 2.17880 2.40451
C 3.16719 1.20226 2.61885
C 1.45091 2.30383 1.14061
N 1.48047 1.20464 0.19161
C 1.86233 1.42228 -1.02136
C 2.82680 2.48118 -1.41557
C 1.18987 0.58697 -2.05610
C 1.49466 0.80347 -3.49198
N 0.27060 -0.18951 -1.59522
C -0.45917 -1.08792 -2.47177
C 0.23196 -2.15371 -3.06808
C 1.72492 -2.36035 -2.99890
C -0.52136 -3.07249 -3.79602
C -1.88981 -2.92440 -3.94141
C -2.53589 -1.83481 -3.37499
C -1.83709 -0.89450 -2.62857
C -2.54591 0.33091 -2.12422
H -0.97207 4.07557 -0.41060
H 0.02327 2.88455 -1.22782
H 0.61792 4.52670 -0.98123
H -0.36811 5.07639 1.71022
H 0.44436 4.70484 4.02388
H 2.24394 3.06953 4.36216
H 3.17373 0.80779 3.63495
H 4.13824 1.68143 2.45867
H 3.09798 0.38930 1.90112
H 3.25240 2.97589 -0.54652
H 2.36056 3.22819 -2.06011
H 3.62875 2.02169 -1.99967
H 1.45599 1.87117 -3.71792
H 0.80399 0.27582 -4.14239
H 2.51546 0.47630 -3.70816
H 2.22569 -1.76450 -2.23464
H 2.18266 -2.10399 -3.95651
H 1.95940 -3.41079 -2.82397
H -0.01697 -3.90889 -4.26374
H -2.45222 -3.64702 -4.51709
H -3.59852 -1.69894 -3.53140
H -3.61793 0.15356 -2.06125
H -2.40220 1.16132 -2.82052
H -2.19671 0.65803 -1.14795
N -3.23457 3.97165 3.67925
C -2.43126 3.62685 2.93413
N -1.45104 3.23384 2.09154
C -1.39352 2.05098 1.55748
N -1.13047 1.08060 0.98361

=====

18
Properties=species:S:1:pos:R:3 method="wB97M-V/def2-TZVPD" de_lowest_kj_mol=104.6 gap_ev=10.210 mol_weight_g_mol=103.1 lumo_ev=-3.53 multiplicity=1 charge=+1 homo_energy_ev=-13.74 smiles="CN(C)C(=O)C[NH3+]"
C -1.45657 -0.84935 0.92380
N -0.93240 -0.22788 -0.27614
C -1.78825 -0.33007 -1.48443
C 0.34289 0.09092 -0.46172
O 0.83996 0.41772 -1.53313
C 1.31124 0.10122 0.73701
N 2.29846 1.17365 0.36789
H -0.74774 -0.87358 1.73313
H -2.34837 -0.31444 1.26471
H -1.75861 -1.88080 0.71168
H -2.39540 0.58514 -1.53974
H -1.15881 -0.46560 -2.35719
H -2.49768 -1.12122 -1.29526
H 0.88442 0.35159 1.69729
H 1.84972 -0.83501 0.72763
H 2.26372 1.18326 -0.67655
H 3.25013 0.93817 0.65099
H 2.04330 2.05628 0.81002

=====

33
Properties=species:S:1:pos:R:3 method="wB97M-V/def2-TZVPD" de_lowest_kj_mol=345.0 gap_ev="8.652 / 8.724" mol_weight_g_mol=235.2 lumo_ev="-0.54 / -0.75" multiplicity=1 charge=0 homo_energy_ev="-9.19 / -9.47" smiles="CCOP(=O)(OCC)C1=NCOC1(C)C"
C -1.75097 -2.99362 -1.62247
C -0.84204 -2.89233 -0.46922
O -1.00884 -1.56615 0.01088
P -0.20204 -0.35992 -0.57117
O 1.05379 -0.69751 -1.28813
O -1.28444 0.43917 -1.41135
C -0.84620 1.63109 -2.09509
C -2.04981 2.55722 -2.13786
C -0.01899 0.50251 0.92684
N -0.21781 2.19753 1.03117
C 0.52803 2.52907 2.15719
O 0.84270 1.43144 2.94999
C 0.86594 0.24461 2.16890
C 0.33930 -0.91002 2.98718
C 2.25030 -0.06867 1.66523
H -1.32599 -2.30846 -2.25398
H -1.91809 -4.04719 -2.00984
H -2.77044 -2.57496 -1.26818
H 0.21479 -3.21264 -0.82043
H -0.86549 -3.59284 0.40666
H -0.01379 2.14836 -1.64241
H -0.56606 1.24539 -3.05063
H -1.90177 3.49367 -1.50298
H -2.36115 2.95399 -3.16912
H -2.77142 1.90777 -1.62676
H 1.54870 2.90335 1.72339
H 0.15333 3.26090 2.84836
H 0.30060 -1.79991 2.49500
H -0.69932 -0.69898 3.26057
H 0.90044 -0.87128 3.94708
H 3.10561 -0.29296 2.40637
H 2.52360 0.87329 1.08886
H 2.24758 -0.91093 0.92232

=====

132
Properties=species:S:1:pos:R:3 method="wB97M-V/def2-TZVPD" de_lowest_kj_mol=166.8 gap_ev=4.411 mol_weight_g_mol=1359.9 lumo_ev=3.34 multiplicity=1 charge=-2 homo_energy_ev=-1.07
K -0.85613 0.22687 -0.14316
I 3.09865 -3.14301 -0.61692
C 3.43896 -1.53052 -2.00208
I 1.94781 0.01352 -1.96407
H 3.45978 -1.98035 -2.98703
H 4.40919 -1.11759 -1.75198
C -1.45074 -7.83997 -0.78031
O -1.81147 -8.14584 0.54661
C -2.72002 -7.30876 1.14344
C -2.98914 -7.53682 2.48860
C -3.89557 -6.74606 3.16581
C -4.54715 -5.67762 2.53566
C -4.27249 -5.47129 1.17835
C -3.38243 -6.27912 0.49065
N -5.54496 -4.99333 3.23280
N -5.83826 -3.77365 3.05909
C -5.03357 -2.80493 2.51383
C -5.73793 -1.77991 1.85658
C -5.13012 -0.85468 1.04734
C -3.71917 -0.84222 0.82861
O -3.16406 -0.07656 0.01284
C -2.94760 -1.78760 1.65500
N -1.60951 -1.69609 1.56212
C -0.85886 -2.46085 2.32273
C -1.39112 -3.31414 3.29421
C -2.75575 -3.42464 3.39532
C -3.59118 -2.71296 2.51257
H -0.68852 -8.56121 -1.06701
H -1.03442 -6.83117 -0.86517
H -2.30290 -7.93128 -1.46294
H -2.47003 -8.34485 2.98968
H -4.09424 -6.93208 4.21444
H -4.77288 -4.66868 0.65179
H -3.20283 -6.07983 -0.55734
H -6.81979 -1.81042 1.92981
H -5.72037 -0.13554 0.49137
H 0.21519 -2.35806 2.18559
H -0.73537 -3.86342 3.95736
H -3.18347 -4.05094 4.16369
C 0.14584 8.01252 -2.34673
C 0.45620 7.06434 -3.51516
C 1.93798 7.18591 -3.90233
C -0.38801 7.50289 -4.71330
C 0.16646 5.62255 -3.10223
C 0.83825 5.06511 -2.01568
C 0.62704 3.75277 -1.66967
Br 1.48445 3.10718 -0.08783
C -0.21514 2.84529 -2.38134
O -0.23187 1.59569 -2.07751
C -0.99679 3.46982 -3.40768
C -0.75269 4.80184 -3.74134
C -2.14019 2.78222 -4.17841
C -1.76352 2.66527 -5.66399
C -2.49703 1.38024 -3.67948
C -3.41821 3.63148 -4.04456
H 0.36180 9.05144 -2.61741
H 0.73279 7.75895 -1.46398
H -0.91028 7.93601 -2.08029
H 2.18255 8.20710 -4.21398
H 2.15913 6.50758 -4.72859
H 2.58458 6.91542 -3.06750
H -0.13730 8.53141 -4.98622
H -1.45295 7.46464 -4.47468
H -0.20011 6.86553 -5.57959
H 1.53598 5.64751 -1.42611
H -1.33090 5.21980 -4.55660
H -0.86483 2.05548 -5.77707
H -1.56830 3.64370 -6.10792
H -2.57490 2.18913 -6.22472
H -1.67951 0.69189 -3.86582
H -3.38249 1.02198 -4.21600
H -2.71253 1.36939 -2.61229
H -3.31634 4.61404 -4.50792
H -3.65506 3.77740 -2.98919
H -4.25962 3.12014 -4.52144
C -2.95315 3.74293 3.79457
N -1.83438 3.06549 3.19398
C -0.49714 3.57241 3.45502
C -1.98783 2.05286 2.31546
O -1.07376 1.51116 1.72946
H -2.87990 3.71411 4.88517
H -3.87890 3.25367 3.49218
H -2.99037 4.78969 3.47649
H -0.43028 3.90920 4.49001
H -0.24839 4.39542 2.77854
H 0.21237 2.76642 3.28179
H -3.03986 1.74242 2.18380
C 5.00076 3.47692 1.60486
C 4.05346 3.54318 2.61568
C 3.30749 2.42049 2.95113
C 3.47891 1.19522 2.29530
C 4.44032 1.16140 1.27485
C 5.19692 2.27142 0.93998
Si 2.35347 -0.32194 2.56848
C 3.61967 -1.68586 3.07930
C 3.19494 -3.00935 3.24591
C 4.08038 -4.04646 3.50032
C 5.44255 -3.79400 3.59917
C 5.89410 -2.48900 3.46068
C 4.99765 -1.45960 3.20295
C 1.56917 0.05073 4.29969
C 2.35193 0.31586 5.42945
C 1.78337 0.63485 6.65591
C 0.40202 0.71746 6.78138
C -0.39784 0.45703 5.67791
C 0.18493 0.11590 4.46120
H 5.56712 4.35792 1.32469
H 3.89207 4.47870 3.14226
H 2.57472 2.49508 3.74819
H 4.59110 0.23288 0.72959
H 5.93580 2.21044 0.14770
H 2.13468 -3.23720 3.17035
H 3.70939 -5.06153 3.59996
H 6.14071 -4.60196 3.78826
H 6.95408 -2.27128 3.55167
H 5.38324 -0.45241 3.09941
H 3.43385 0.26749 5.34422
H 2.41628 0.82188 7.51807
H -0.04710 0.98087 7.73321
H -1.47855 0.51989 5.75964
H -0.44932 -0.09609 3.61023
Br -3.02768 -4.84279 -5.00525
C -2.19214 -3.80182 -3.64734
C -1.69770 -2.54576 -3.94536
C -1.05506 -1.86382 -2.92219
N -0.90346 -2.34126 -1.69329
C -1.41954 -3.53460 -1.42374
C -2.06742 -4.31772 -2.36893
H -1.79813 -2.11588 -4.93159
H -0.62893 -0.88246 -3.09607
H -1.30459 -3.88349 -0.40136
H -2.45929 -5.29469 -2.12296

=====

16
Properties=species:S:1:pos:R:3 method="wB97M-V/def2-TZVPD" gap_ev=9.927 mol_weight_g_mol=326.9 lumo_ev=-3.46 multiplicity=1 charge=+1 homo_energy_ev=-13.38 smiles=C[C@@H](I)[C@@H](I)[NH2+]N
C -1.30423 0.13011 -1.53665
C -0.78000 -0.84040 -0.48674
I 0.88858 -1.94020 -1.26279
C -0.45276 -0.14855 0.83287
I -0.29167 -1.44028 2.49921
N 0.75805 0.77504 0.68221
N 1.99186 0.29713 1.24873
H -0.56665 0.87886 -1.84269
H -2.18897 0.64961 -1.15894
H -1.58561 -0.41048 -2.43859
H -1.52992 -1.59579 -0.26551
H -1.27784 0.52373 1.06815
H 0.84425 0.98026 -0.32243
H 0.54991 1.64916 1.16781
H 2.68943 1.02339 1.09859
H 2.25555 -0.53161 0.71677

=====

22
Properties=species:S:1:pos:R:3 method="wB97M-V/def2-TZVPD" de_lowest_kj_mol=0.0 gap_ev="8.050 / 8.050" mol_weight_g_mol=304.6 lumo_ev="-0.65 / -0.65" multiplicity=1 charge=0 homo_energy_ev="-8.70 / -8.70"
C 2.25655 -2.37525 1.96851
C -1.76967 1.76750 -1.94040
C -1.58840 0.51111 -1.43786
C -0.71375 2.37730 -2.52011
C 0.77534 0.67413 -1.90558
C -0.33774 -0.05800 -1.40648
C 0.55527 1.90874 -2.46275
C 0.37389 -1.14585 1.00166
C -0.41837 -0.87974 3.63341
N 3.26189 -2.66220 2.43295
N 1.19975 -2.03002 1.35549
N -0.10468 -1.30555 -0.79285
S -0.75900 -0.25781 1.94740
Cl 1.97423 2.81512 -2.80456
Br 0.95514 -2.56021 -1.53232
H -2.82018 2.11381 -2.01161
H -2.40008 0.14522 -0.79577
H -0.88809 3.44512 -2.80772
H 1.81450 0.22158 -1.95278
H -1.23364 -0.56567 4.33698
H 0.36890 -0.16460 4.01322
H -0.50186 -1.97472 3.68117

=====

24
Properties=species:S:1:pos:R:3 method="wB97M-V/def2-TZVPD" de_lowest_kj_mol=526.2 gap_ev=7.335 mol_weight_g_mol=162.2 lumo_ev=-3.70 multiplicity=1 charge=+1 homo_energy_ev=-11.04
C 2.06858 0.22740 2.13468
C 1.83273 -0.82345 2.92540
C 1.01601 -1.93204 2.43331
C 0.09984 -2.07859 1.33010
N -0.41295 -1.41928 0.28275
C -0.48367 -0.60947 -0.64812
N -1.74143 -0.42622 -1.37966
C -1.91702 1.06176 -1.38230
C -0.44057 1.37286 -1.92078
C 0.53024 0.46541 -1.16497
C 1.18919 1.32135 0.00836
N 1.93956 0.60294 1.02046
H 1.94554 -0.85027 3.96187
H 0.96769 -2.66371 3.22659
H -0.60220 -2.88640 1.57955
H -2.35566 -0.87897 -0.71954
H -1.83033 -0.78324 -2.33385
H -2.00890 1.50242 -0.33144
H -2.78858 1.38713 -2.10381
H -0.43614 0.96041 -3.01288
H -0.25895 2.47242 -1.85589
H 1.27054 0.12575 -1.79703
H 1.99455 1.82539 -0.70900
H 0.42193 2.02640 0.45619

=====

17
Properties=species:S:1:pos:R:3 method="wB97M-V/def2-TZVPD" de_lowest_kj_mol=371.9 gap_ev=8.700 mol_weight_g_mol=72.2 lumo_ev=0.50 multiplicity=1 charge=0 homo_energy_ev=-8.20
C -1.40684 0.09132 1.49868
C -0.80369 0.99564 0.42802
C -0.66815 0.43441 -0.92721
C 1.34448 -1.87887 0.08004
C 0.34791 1.15563 -1.73356
H -0.66168 -0.63304 1.84645
H -1.74721 0.66691 2.36645
H -2.25112 -0.46848 1.08551
H 0.06648 1.56533 0.80340
H -1.54668 1.77678 0.14386
H 0.39544 -1.60091 -0.39289
H 2.05053 -2.20623 -0.68801
H 1.76201 -1.01974 0.61498
H 1.17083 -2.69512 0.78549
H 0.79776 2.06835 -1.30710
H 1.15069 0.40811 -1.84831
H -0.00074 1.33991 -2.75580

=====

41
Properties=species:S:1:pos:R:3 method="wB97M-V/def2-TZVPD" de_lowest_kj_mol=345.9 gap_ev="6.743 / 6.748" mol_weight_g_mol=422.9 lumo_ev="-0.27 / -0.27" multiplicity=3 charge=0 homo_energy_ev="-7.02 / -7.02"
Ni 6.45849 4.67776 -31.11565
N 7.30191 6.62723 -33.77177
O 8.43440 6.38195 -34.21885
O 6.67178 7.53875 -34.21354
O 6.77620 5.96870 -32.87106
N 3.73666 4.11294 -32.51630
O 3.18050 5.08829 -32.15293
O 3.20813 3.53616 -33.38411
O 4.89404 3.90836 -32.26206
C 5.45499 3.11779 -28.52805
O 5.77379 3.86249 -29.40970
N 5.85095 3.39721 -27.35448
N 4.66699 2.17070 -28.65853
H 6.51113 4.15972 -27.30129
H 5.69584 2.63284 -26.71278
H 4.30752 1.77416 -27.80200
H 4.26296 1.88835 -29.54009
C 8.74286 2.93614 -32.68672
O 7.77206 3.37579 -32.02771
N 9.21999 1.73943 -32.55764
N 9.51586 3.63079 -33.40288
H 10.15369 1.63828 -32.92922
H 8.76587 1.04569 -31.98092
H 10.32439 3.16107 -33.78464
H 9.46101 4.62085 -33.59490
C 4.52266 6.87225 -29.42345
O 5.12352 6.28686 -30.32441
N 3.67344 7.88573 -29.44567
N 4.79453 6.75017 -28.16575
H 3.29073 8.20250 -28.56631
H 3.26507 8.18659 -30.31907
H 4.12311 7.19890 -27.55917
H 5.36860 5.99519 -27.81854
C 8.68998 6.41148 -29.96578
O 7.92144 5.59648 -30.26310
N 8.81108 6.94175 -28.78973
N 9.20599 7.34327 -30.78649
H 8.09569 6.67350 -28.12916
H 9.61479 7.48616 -28.51085
H 9.16941 7.02813 -31.74537
H 10.00364 7.87985 -30.47671

=====

9
Properties=species:S:1:pos:R:3 method="wB97M-V/def2-TZVPD" de_lowest_kj_mol=608.0 gap_ev=9.484 mol_weight_g_mol=68.1 lumo_ev=-0.78 multiplicity=1 charge=0 homo_energy_ev=-10.26
C 0.57789 0.46658 -0.13732
C 1.65514 -0.09017 -0.40589
C -0.95573 0.45696 -0.26483
C -0.32451 1.48672 0.51113
O -1.74761 -0.37107 -0.44496
H -0.65729 -0.25250 2.72675
H -0.29967 2.38808 -0.11135
H -0.27364 -0.58865 3.41602
H -0.31484 1.53517 1.57554

=====

9
Properties=species:S:1:pos:R:3 method="wB97M-V/def2-TZVPD" de_lowest_kj_mol=293.1 gap_ev=10.435 mol_weight_g_mol=70.1 lumo_ev=-7.42 multiplicity=1 charge=+1 homo_energy_ev=-17.85
C 0.42550 1.92071 -0.07380
C -0.64109 -0.97970 0.23507
C 0.61339 -0.41580 -0.18774
N 0.02357 2.97616 0.06026
O 1.00631 0.77238 -0.34965
H -0.56069 -1.97877 -0.22169
H -0.98631 -0.98832 1.19042
H -1.43656 -0.28031 -0.09587
H 1.55589 -1.02635 -0.55701

=====

> Which of these has the highest multiplicity?

C4H16N10NiO10

=====

> The highest multiplicity belongs to which entry?

C4H16N10NiO10